30
Properties=species:S:1:pos:R:3:forces:R:3:nbo_charge:R:1 method="wB97M-V/def2-TZVPD" charge=0 orbital_gap_ev="8.80 / 6.70" lumo_ev="0.2 / -1.0" total_energy_ev=-26856.361 multiplicity=1
C 2.088990 0.948180 -0.061953 -2.00 -0.90 0.47 0.7123
C 2.201865 2.740920 -1.775443 2.55 -1.36 1.22 -0.4274
C -1.487516 0.824161 -1.895760 0.16 1.31 1.15 -1.0608
C -3.479688 0.053123 0.137837 0.74 -0.43 1.94 -1.0985
C 2.075293 -1.665331 2.067576 0.77 0.62 -0.37 -1.1269
C -0.510371 -3.098225 1.013700 1.40 -0.33 -0.26 -1.1039
C -0.426523 -0.017095 1.129488 0.03 -0.50 -2.19 -1.1231
N 1.550946 1.964909 -0.689755 -0.96 1.22 -0.72 -0.6613
O 3.044763 0.254863 -0.077099 0.69 0.76 -0.27 -0.5167
Si -1.741579 0.803278 0.104554 -1.15 1.72 -2.05 1.3010
Si 0.630946 -1.525514 0.888120 -0.78 -1.34 -1.61 1.3642
H 3.322348 2.918288 -1.399748 -2.47 -0.12 -1.25 0.2192
H 2.175492 2.116827 -2.698258 0.18 0.85 0.44 0.2126
H 1.624543 3.643844 -1.815610 0.16 0.56 -0.50 0.2135
H -2.185416 1.472182 -2.466068 -0.55 -0.67 0.89 0.2372
H -0.577335 1.268165 -2.336582 0.31 -1.18 0.42 0.2143
H -1.693281 -0.233934 -2.038676 0.44 -0.04 -0.92 0.2298
H -4.010396 0.522636 0.990870 -0.06 -0.11 -0.69 0.2402
H -4.052994 0.038224 -0.771016 -0.14 0.32 -0.35 0.2436
H -3.336885 -0.976750 0.475581 -0.18 -0.23 -0.18 0.2339
H 2.097507 -0.803572 2.787132 0.44 -0.58 -0.89 0.2416
H 1.918403 -2.529716 2.687859 0.09 -0.62 0.25 0.2358
H 3.025500 -1.809457 1.422640 -1.47 0.51 1.43 0.2668
H -1.455813 -3.216216 0.441201 0.53 0.59 0.52 0.2380
H 0.165080 -3.932218 0.599166 -0.90 0.91 1.05 0.2317
H -0.659175 -3.161400 2.113423 -0.23 -0.63 -0.67 0.2221
H -0.060609 0.664085 1.816673 0.70 1.23 1.82 0.2136
H 0.530307 2.186180 -0.634580 1.54 -0.85 0.61 0.4351
H -2.041261 2.318558 0.493102 0.77 -1.27 -0.03 -0.1939
H 1.266858 -1.768994 -0.508374 -0.60 0.57 0.70 -0.1937



33
Properties=species:S:1:pos:R:3:forces:R:3:nbo_charge:R:1 method="wB97M-V/def2-TZVPD" charge=0 orbital_gap_ev=7.43 lumo_ev=-0.4 total_energy_ev=-47428.096 multiplicity=1
N -4.746833 -1.642654 2.434008 0.84 2.52 -0.60 -0.3304
C -4.435178 -0.538872 2.199626 -0.52 -1.73 0.50 0.2809
C -4.194422 0.968796 1.975579 -3.17 -6.59 -4.63 -0.5359
H -3.220262 1.013983 1.929222 5.00 1.40 -0.24 0.2688
H -4.776289 1.268822 2.667505 -3.02 3.46 5.45 0.2524
C -5.052605 1.214360 0.739862 1.68 1.49 -3.10 0.6934
O -6.056149 1.884841 0.762889 0.55 -1.00 -0.13 -0.5393
N -4.400878 0.801479 -0.535670 1.42 -1.07 10.45 -0.4107
N -3.337740 0.046582 -0.405478 1.47 -0.73 1.17 -0.2418
C -2.748875 -0.579906 -1.353013 -13.68 8.25 -3.38 -0.0155
C -1.668639 -1.141107 -1.234056 13.82 -11.30 -5.59 0.1888
C -1.064768 -1.966326 -2.335803 4.08 -1.47 6.84 -0.1968
C 0.156651 -2.865756 -1.722418 -10.71 11.11 6.84 -0.2170
C 0.099881 -2.200891 -0.262572 0.85 -4.72 -6.04 0.1786
O -0.979071 -1.504005 -0.204025 -0.32 2.46 5.52 -0.3812
S 1.065526 -2.698150 1.177335 -0.95 0.13 -0.80 0.3699
C 2.313923 -1.533235 0.880085 -0.38 5.08 -3.70 -0.2696
N 2.162048 -0.548528 -0.019662 1.09 1.38 -1.82 -0.4441
C 3.337812 0.502264 -0.102613 -4.46 -13.31 11.71 0.1728
C 3.407474 1.511737 -0.787064 -2.01 7.07 -9.29 -0.2938
C 4.489177 2.270809 -0.801602 4.16 4.97 3.49 -0.1815
C 5.313216 2.133736 0.484438 -0.12 1.42 -6.14 -0.2182
C 5.242359 1.096461 1.257111 -1.37 -4.62 4.24 -0.1752
C 4.085468 0.214425 1.186114 3.57 12.73 -9.98 -0.4470
S 3.649165 -1.061446 1.689026 -0.03 -13.49 10.36 0.6921
H 6.022969 0.817648 1.997467 -0.55 0.61 -0.48 0.2182
H 6.293630 2.504281 0.454980 1.00 1.58 0.10 0.2123
H 4.743155 3.270194 -1.407946 -1.03 -2.74 1.10 0.2337
H 2.656655 1.600327 -1.593971 0.31 0.10 0.34 0.2429
H 0.902610 -3.363232 -1.980699 6.13 -4.44 -2.95 0.1747
H -1.229497 -2.024251 -3.314884 -1.21 0.10 -3.74 0.1925
H -3.255777 -0.459025 -2.469027 1.56 -0.58 2.54 0.1661
H -4.774728 1.006655 -1.304734 -4.05 1.96 -8.03 0.3599



15
Properties=species:S:1:pos:R:3:forces:R:3:nbo_charge:R:1 method="wB97M-V/def2-TZVPD" charge=0 orbital_gap_ev=9.53 lumo_ev=0.9 total_energy_ev=-19026.224 multiplicity=1
C -1.366729 1.510771 -0.091442 1.35 0.70 -1.89 -1.0870
Si -0.182169 -0.041149 -0.077882 -1.06 0.98 1.59 1.1594
C -1.212894 -1.712582 -0.199768 1.03 1.11 -0.78 -1.0412
C 1.346713 -0.107348 1.126602 -2.25 -2.06 -4.31 -1.2011
Si 1.906091 0.424555 -0.732956 0.14 -1.85 1.09 0.5141
H -1.416117 2.264049 0.693508 0.53 -0.33 0.37 0.2462
H -1.053824 2.108275 -1.046311 -0.70 -1.03 1.57 0.2359
H -2.383945 1.207464 -0.231155 -0.69 -0.37 -0.28 0.2299
H -0.597055 -2.494221 0.255620 -0.35 0.03 0.04 0.2415
H -2.203256 -1.593936 0.280168 0.64 -0.10 -0.23 0.2451
H -1.310631 -1.944089 -1.282501 -0.22 0.02 0.71 0.2409
H 1.425054 -1.052434 1.630036 0.50 -0.83 -0.46 0.2500
H 1.692505 0.560611 1.759737 0.90 3.75 3.11 0.2295
H 2.610113 -0.750519 -1.201897 0.46 -0.30 -0.65 -0.1525
H 2.746138 1.620547 -0.881758 -0.27 0.28 0.12 -0.1106



Results for F_max: 3.14, 18.71, 5.28 (in eV/A, following the order of the records).
Results for energy above the lowest of the compared OMol25 structures with the same formula, charge and spin: 654.7, 1315.4, 46.6 (in kJ/mol, following the order of the records).